{"formula": "C13H13AuN7O2", "method": "wB97M-V/def2-TZVPD", "de_lowest_kj_mol": 120.0, "charge": 3, "e_homo_ev": [-18.9, -18.9], "gap_ha": [0.1826, 0.1825], "mol_weight_g_mol": 496.261, "total_energy_ev": -31876.38699, "symbols": ["Au", "N", "N", "C", "N", "N", "N", "O", "O", "H", "H", "H", "H", "H", "C", "C", "N", "C", "C", "C", "C", "C", "C", "C", "C", "C", "N", "C", "H", "H", "H", "H", "H", "H", "H", "H"], "xyz": [[0.64, -0.74, -0.33], [-0.10, -2.95, -1.21], [0.87, -3.33, -2.15], [1.91, -2.51, -2.44], [2.81, -2.86, -3.31], [1.92, -1.36, -1.70], [3.04, -0.46, -1.71], [2.89, 0.42, -0.90], [3.96, -0.63, -2.45], [-0.22, -3.68, -0.50], [-0.99, -2.82, -1.69], [0.75, -4.21, -2.64], [2.77, -3.75, -3.79], [3.58, -2.23, -3.54], [0.02, -0.71, 3.80], [0.38, -1.10, 2.50], [0.01, -0.36, 1.46], [-0.75, 0.75, 1.64], [-1.17, 1.18, 2.89], [-0.76, 0.40, 4.00], [-1.92, 2.41, 2.95], [-2.23, 3.11, 1.82], [-1.77, 2.67, 0.53], [-2.04, 3.30, -0.71], [-1.58, 2.74, -1.88], [-0.81, 1.57, -1.84], [-0.59, 0.95, -0.69], [-1.03, 1.49, 0.48], [0.35, -1.32, 4.62], [0.94, -2.01, 2.31], [-1.06, 0.70, 5.00], [-2.24, 2.77, 3.92], [-2.83, 4.01, 1.88], [-2.61, 4.23, -0.72], [-1.78, 3.20, -2.83], [-0.36, 1.15, -2.74]], "nbo_charge": [1.446, -0.658, -0.409, 0.647, -0.692, -0.611, 0.649, -0.348, -0.266, 0.424, 0.420, 0.444, 0.454, 0.476, -0.221, 0.093, -0.438, 0.216, -0.058, -0.014, -0.140, -0.121, -0.040, -0.029, -0.216, 0.108, -0.414, 0.117, 0.290, 0.250, 0.278, 0.275, 0.273, 0.279, 0.289, 0.250]}